# C19H26FN3O6S

C19H26FN3O6S as an isolated structure in a non-equilibrium geometry (ωB97M-V/def2-TZVPD, OMol25).

Geometry (Å):
1 H 5.440 -0.299 0.165
2 H 0.532 -1.901 1.708
3 O 5.076 -1.681 -1.438
4 N -2.631 0.941 -0.287
5 C -3.578 -0.419 -1.938
6 H -1.681 -1.059 -2.188
7 C -0.455 -0.646 3.293
8 O -1.559 -2.227 1.401
9 H 0.483 -0.659 3.968
10 H 0.812 5.157 0.890
11 N 3.132 0.418 -0.929
12 H -4.103 -0.380 1.355
13 O 2.342 -0.415 1.411
14 H -5.624 -0.470 0.354
15 C -2.144 1.995 -0.648
16 H 4.405 0.623 -2.338
17 S 2.800 0.845 0.453
18 O -0.483 -1.752 -0.160
19 H -0.221 -2.708 2.977
20 C -0.370 3.860 0.061
21 C -2.574 -1.635 -1.761
22 C 0.272 1.606 0.041
23 F -1.489 4.531 0.024
24 C 2.748 -0.883 -1.259
25 H 6.368 -0.263 -1.626
26 N -2.650 -1.928 -0.548
27 C -0.778 2.370 -0.117
28 H -3.392 0.400 -2.740
29 C 1.385 1.991 0.631
30 H -4.547 1.276 -0.792
31 C -3.956 -1.964 0.159
32 H -1.365 -0.557 4.028
33 H -4.402 -2.488 -0.485
34 C 1.707 3.213 0.700
35 H 2.586 3.558 1.414
36 C 4.322 0.584 -1.298
37 H 4.706 1.546 -0.913
38 C -0.260 -1.920 2.364
39 C 3.773 -2.216 -0.933
40 H -4.629 -0.856 -2.164
41 H -3.114 -2.262 -2.396
42 O 3.954 1.164 1.245
43 H 2.564 -1.060 -2.115
44 H 3.538 -3.146 -1.301
45 C -3.867 0.476 -0.553
46 H -0.440 0.152 2.670
47 C -1.504 -1.941 0.281
48 C 0.725 4.207 0.736
49 H 0.071 0.502 -0.092
50 C 5.449 -0.328 -1.074
51 C -4.489 -0.361 0.504
52 H -2.209 0.541 0.489
53 H -3.754 -2.569 1.187
54 O -2.565 2.454 -1.639
55 H 1.795 -1.332 -0.980
56 H 3.844 -2.087 0.203

- E_tot (Ha) = -1852.68093
- E_HOMO (eV) = -8.42

***

# C19H26N2O2

One molecule with the formula C19H26N2O2 (ωB97M-V/def2-TZVPD, OMol25).

Geometry (Å):
1 C 1.996 0.343 -3.043
2 N 1.276 2.000 -1.304
3 C -0.521 2.932 -0.022
4 H 0.906 -2.365 -2.287
5 H -2.700 -2.229 -0.006
6 H 2.741 0.277 -3.839
7 C -0.866 -2.255 3.873
8 C 2.069 1.770 -2.489
9 O 1.609 0.491 2.710
10 C 0.116 2.688 -1.375
11 H 0.108 3.666 0.489
12 C -0.638 1.669 0.841
13 H -0.599 -3.373 -0.631
14 H 0.763 -0.753 -4.423
15 N 0.369 -1.249 1.982
16 H 0.160 0.866 -4.046
17 H -1.764 0.934 -2.722
18 H 2.538 0.777 -0.201
19 C -0.815 -3.258 4.984
20 C -0.315 -0.633 -2.608
21 C 0.618 -0.026 -3.618
22 H -2.906 -1.799 4.036
23 C -0.005 -1.853 -2.013
24 H 1.128 -1.475 3.863
25 H -0.531 -4.237 4.599
26 H -1.997 -0.890 2.737
27 H -0.243 -1.598 1.258
28 H 0.196 -0.053 -0.165
29 H 0.927 -2.996 2.971
30 C 1.695 1.451 -0.037
31 H -1.501 3.383 -0.179
32 C -0.854 -2.423 -1.079
33 C 0.516 0.688 0.569
34 C -2.034 -1.784 -0.733
35 C -1.508 -0.009 -2.264
36 H -1.780 -3.343 5.475
37 C 0.461 -2.027 3.192
38 H -0.631 1.960 1.894
39 H -0.070 -2.963 5.721
40 C 0.901 -0.014 1.864
41 H -3.288 -0.086 -1.083
42 H 1.705 2.471 -3.244
43 C -1.974 -1.622 3.526
44 C -2.361 -0.580 -1.335
45 H 2.279 -0.371 -2.267
46 O -0.344 3.116 -2.418
47 H 2.020 2.236 0.656
48 H 3.113 2.011 -2.256
49 H -1.586 1.169 0.636

- E_tot (Ha) = -999.63340
- E_HOMO (eV) = -8.94
- SMILES = C=C(C)CNC(=O)[C@H]1CCC(=O)N(CCCc2ccccc2)C1
- energy relative to the best compared isomer or geometry (same formula, charge and spin) (kcal/mol) = 19.3

***

# C19H26N3O5SeSr

C19H26N3O5SeSr as an isolated structure in a non-equilibrium geometry (ωB97M-V/def2-TZVPD, OMol25).

Geometry (Å):
1 C 0.709 2.201 -1.295
2 C -0.316 -2.722 3.740
3 C -1.810 -0.225 4.484
4 C 2.806 2.424 -3.084
5 H 0.255 -3.126 -3.856
6 H 1.770 5.009 -4.369
7 H -0.346 3.493 -2.629
8 H 4.139 -0.130 -1.589
9 C 2.965 1.643 -1.943
10 N -2.140 -1.041 3.312
11 C -3.506 -0.840 2.828
12 H 2.135 3.619 -5.387
13 C 0.315 -2.153 -1.993
14 Se 2.155 0.440 0.537
15 H 4.953 1.121 -2.559
16 H 1.952 -3.522 -2.067
17 H -2.007 -0.750 5.428
18 H 3.633 2.497 -3.785
19 H -0.188 2.275 0.662
20 H -2.342 -0.423 -1.999
21 C 1.595 -2.693 -1.456
22 H -2.058 -2.946 2.485
23 O -0.111 0.917 3.258
24 C -3.712 -1.442 1.411
25 H -1.937 -1.884 -4.299
26 Sr -0.615 -0.826 1.326
27 C -0.476 2.100 -0.377
28 O -0.034 -3.183 4.846
29 C -0.359 0.229 4.491
30 H 0.464 3.979 -4.945
31 C 4.278 0.945 -1.720
32 C -1.519 -1.062 -2.272
33 H 2.348 -1.904 -1.419
34 O -2.925 -0.993 0.505
35 H -3.680 0.236 2.755
36 O -4.591 -2.292 1.293
37 H -2.441 0.664 4.450
38 H -0.910 1.098 -0.448
39 C 1.492 3.973 -4.579
40 H -4.250 -1.285 3.502
41 O 0.494 -2.409 2.802
42 H -2.434 -2.944 4.216
43 C -1.346 -1.785 -3.406
44 H 1.467 -3.046 -0.433
45 N -0.471 -1.284 -1.404
46 C 1.630 3.106 -3.356
47 C -1.819 -2.467 3.446
48 C 0.593 2.979 -2.441
49 H -0.194 0.906 5.336
50 H 4.752 1.294 -0.800
51 H 0.839 1.006 3.085
52 H -1.255 2.809 -0.657
53 H 0.319 -0.618 4.602
54 N -0.174 -2.486 -3.213
55 C 1.911 1.519 -1.020

- E_tot (Ha) = -3712.48521
- charge = -1
- E_HOMO (eV) = -4.18
- energy relative to the best compared isomer or geometry (same formula, charge and spin) (kcal/mol) = 0.0

***

# C19H26N4O3

One molecule with the formula C19H26N4O3 (ωB97M-V/def2-TZVPD, OMol25).

Geometry (Å):
1 C 4.515 -0.004 0.569
2 H 3.838 -0.028 1.417
3 H -5.221 -0.565 -0.875
4 C 7.206 -0.078 -2.571
5 C -2.728 -2.383 2.111
6 H 1.330 3.456 1.334
7 H -2.337 -2.667 -0.366
8 C 1.284 3.030 0.329
9 H 1.103 2.491 -2.339
10 C 6.256 -0.014 -1.497
11 H -6.689 -0.963 0.005
12 H -5.235 -2.855 2.805
13 O 0.136 0.727 -1.770
14 H 1.432 0.273 1.255
15 H 1.566 3.814 -0.372
16 H -0.727 2.425 0.912
17 H 2.092 -0.101 -0.356
18 H 6.946 -1.829 -0.563
19 C -2.708 -1.639 -0.279
20 C -5.632 -0.720 0.123
21 C -0.869 0.011 0.300
22 O -0.937 0.007 1.520
23 H -3.067 -2.165 3.123
24 C 3.493 2.185 -0.245
25 C 0.178 0.934 -0.361
26 C -4.911 -1.813 0.910
27 C 1.097 1.418 -2.549
28 H -2.937 -3.437 1.902
29 H 2.106 1.022 -2.401
30 N 7.964 -0.136 -3.432
31 N 5.398 -0.996 0.504
32 H -3.421 -1.497 -1.090
33 H 5.345 1.842 -2.124
34 O 3.889 3.312 -0.498
35 N 2.242 1.931 0.210
36 H 0.815 1.265 -3.588
37 C 1.561 0.642 0.237
38 H -6.684 -2.140 2.105
39 N -1.607 -0.713 -0.556
40 C -3.411 -1.492 1.077
41 H -0.608 2.903 -0.780
42 C -0.088 2.399 0.034
43 H -3.331 -0.453 1.406
44 H -1.360 -0.585 -1.524
45 C 6.243 -1.006 -0.516
46 C 5.346 1.030 -1.408
47 C 4.437 1.023 -0.363
48 H -4.995 -2.758 0.354
49 H -5.568 0.231 0.659
50 H -5.479 -1.108 2.879
51 H -1.651 -2.230 2.090
52 C -5.612 -1.996 2.253

- E_tot (Ha) = -1184.36489
- E_HOMO (eV) = -9.63
- SMILES = CO[C@]1(C(=O)NC[C@H](C)C(C)C)CCN(C(=O)c2cncc(C#N)c2)C1
- energy relative to the best compared isomer or geometry (same formula, charge and spin) (kcal/mol) = 54.2

***

# C19H26N4O5S

One molecule with the formula C19H26N4O5S (ωB97M-V/def2-TZVPD, OMol25).

Geometry (Å):
1 C -1.060 6.246 -2.996
2 C -0.263 -6.196 6.825
3 O 0.876 -6.775 6.236
4 C 0.010 1.158 -0.056
5 H 1.925 -1.465 -1.215
6 H -0.452 -0.890 -1.692
7 C -1.364 4.520 -4.646
8 C -0.758 3.932 -2.402
9 H 2.384 -3.662 2.569
10 H -2.983 8.975 -6.249
11 H -0.966 -1.895 -0.312
12 N 1.540 -2.534 0.512
13 H 2.055 -1.738 2.399
14 C -0.169 -1.258 -0.709
15 C -1.366 5.871 -4.303
16 H -1.602 4.245 -5.662
17 C -0.372 1.666 -1.459
18 H -0.068 -7.149 4.437
19 C 1.152 -3.771 0.949
20 C -1.982 9.132 -5.841
21 H 1.684 -7.449 4.545
22 C 1.163 -5.378 4.228
23 H -0.199 -6.415 7.890
24 H 0.958 -2.948 -1.437
25 H -0.293 -5.110 6.685
26 S 0.191 -4.760 0.034
27 H -1.929 10.080 -5.311
28 H 2.058 -4.970 4.703
29 N 1.609 -4.164 2.161
30 C 1.367 -5.474 2.719
31 N -0.448 3.012 -1.409
32 C 0.455 -0.597 1.521
33 O 0.265 2.001 0.803
34 H 2.542 -0.783 0.985
35 O -1.959 6.588 -6.495
36 C 1.751 -1.413 1.405
37 C -1.064 3.553 -3.709
38 H -0.226 3.382 -0.482
39 H 0.606 0.284 2.148
40 H 0.328 -4.706 4.433
41 C 1.121 -2.080 -0.799
42 C -0.759 5.285 -2.056
43 H 0.473 -5.873 2.235
44 O -0.560 0.971 -2.438
45 H -1.061 7.291 -2.728
46 C 0.883 -6.761 4.830
47 H -0.333 -1.225 1.950
48 O -1.674 8.126 -4.889
49 H -1.263 9.111 -6.662
50 H -1.183 -6.633 6.419
51 H -0.522 5.573 -1.041
52 N 0.038 -0.155 0.205
53 C -1.696 6.863 -5.349
54 H -1.063 2.509 -3.976
55 H 2.205 -6.147 2.495

- E_tot (Ha) = -1733.06555
- E_HOMO (eV) = -8.25
- SMILES = COCCCNC(=S)N1CCN(C(=O)C(=O)Nc2ccc(C(=O)OC)cc2)CC1
- energy relative to the best compared isomer or geometry (same formula, charge and spin) (kcal/mol) = 26.3

***

# C19H26N4O5S

C19H26N4O5S as an isolated structure in a non-equilibrium geometry (ωB97M-V/def2-TZVPD, OMol25).

Geometry (Å):
1 S 4.358 0.261 0.490
2 H -4.640 -5.098 -1.373
3 C 3.684 -1.280 0.744
4 H 2.330 -1.082 2.475
5 H -5.619 -5.573 0.001
6 H 1.823 3.378 -0.583
7 H -3.807 -5.218 0.020
8 C 0.751 2.070 -1.583
9 C -3.859 -1.421 -0.256
10 H -5.554 1.374 0.869
11 H -5.186 3.276 0.714
12 C -2.793 -0.725 -0.733
13 H 1.407 0.466 0.645
14 C -4.180 3.282 2.521
15 N 4.109 -2.175 -0.168
16 H -3.806 4.411 0.763
17 C -4.825 0.645 0.574
18 C 1.922 1.486 -2.567
19 H 4.886 -2.255 -0.667
20 C 1.259 2.492 -0.202
21 N 3.213 0.946 -0.332
22 H -5.979 -1.027 0.723
23 O 4.802 1.158 1.532
24 H 1.613 1.016 -3.520
25 C -3.703 1.244 0.293
26 H 0.403 2.943 0.313
27 H -2.901 3.460 2.783
28 H 2.257 -0.205 -1.448
29 H -5.246 -3.292 0.979
30 C 2.701 -1.670 1.889
31 C -2.605 0.630 -0.590
32 O -3.276 2.645 0.392
33 H 2.540 2.385 -2.446
34 N 2.649 -2.981 1.595
35 N -1.499 1.514 -0.834
36 H 0.207 2.828 -2.154
37 H -4.432 2.362 2.690
38 C -0.395 0.952 -1.513
39 O -3.797 -2.638 -0.472
40 C -4.901 -0.815 0.196
41 C 1.976 1.437 0.559
42 H -5.966 -3.026 -0.637
43 C -4.369 3.609 1.227
44 H 3.548 -4.591 0.142
45 H -1.636 2.433 -0.567
46 C 2.716 0.484 -1.520
47 C -4.953 -3.460 -0.058
48 H -1.918 -1.382 -1.097
49 O 5.411 0.093 -0.420
50 H -4.795 3.859 3.049
51 H 3.674 0.219 -2.180
52 C -4.822 -4.912 -0.318
53 H 2.497 1.900 1.401
54 O -0.066 -0.480 -1.830
55 C 3.375 -3.367 0.718

- E_tot (Ha) = -1732.36594
- E_HOMO (eV) = -8.09
- energy relative to the best compared isomer or geometry (same formula, charge and spin) (kcal/mol) = 465.3

***

# C19H26NO2

C19H26NO2 as an isolated structure in a non-equilibrium geometry (ωB97M-V/def2-TZVPD, OMol25).

Geometry (Å):
1 C -0.951 -2.803 -1.684
2 C 1.388 0.975 0.548
3 H 3.185 -1.712 2.495
4 C -2.675 0.982 -0.391
5 C -1.651 1.852 1.605
6 H -1.249 -0.051 0.832
7 H -3.871 2.041 -1.700
8 N -1.523 -0.522 -2.264
9 H -2.966 -1.453 -0.538
10 H -3.644 -0.365 -1.928
11 H 0.972 -3.471 -2.932
12 H 1.051 1.680 -0.159
13 H -0.992 1.650 2.256
14 H -1.238 -3.948 -2.019
15 H 1.258 -1.165 -3.006
16 H -1.500 1.430 -3.113
17 C 2.819 -0.948 1.912
18 C 1.378 -1.430 -2.096
19 C 0.689 -3.085 -2.001
20 H -0.731 0.209 -3.787
21 H -2.551 -2.522 -2.750
22 O 3.042 0.688 3.449
23 H 4.018 0.426 5.198
24 H -2.137 4.005 1.807
25 C 2.575 0.353 2.395
26 C -3.138 2.130 -0.842
27 H -1.179 -2.017 -3.634
28 C 1.437 -0.370 0.183
29 C -1.577 0.244 -3.198
30 H -0.626 -0.596 -1.623
31 H -1.073 -2.575 -0.650
32 H -2.454 0.117 -3.995
33 H 4.582 -0.486 3.936
34 C 1.938 1.504 1.637
35 O 1.070 -0.629 -1.296
36 C -2.808 -0.402 -1.396
37 H 2.519 -1.764 -1.817
38 C -2.986 3.096 -0.093
39 H 3.016 -0.902 4.755
40 C 2.253 -1.264 0.651
41 H 1.067 -3.609 -0.991
42 H 1.750 2.336 1.957
43 C -1.746 0.667 0.556
44 H -3.568 4.187 -0.206
45 C -1.559 -2.085 -2.693
46 C -2.337 3.070 1.166
47 H 2.378 -2.507 0.325
48 C 3.742 -0.212 4.443

- E_tot (Ha) = -943.96244
- charge = +1
- E_HOMO (eV) = -10.71
- energy relative to the best compared isomer or geometry (same formula, charge and spin) (kcal/mol) = 430.1

***

# C19H27BFNO3

One molecule with the formula C19H27BFNO3 (ωB97M-V/def2-TZVPD, OMol25).

Geometry (Å):
1 C -2.309 2.923 -1.431
2 H 1.613 -2.482 -2.267
3 H 3.260 -2.096 -0.646
4 H 2.763 3.459 2.488
5 C -2.609 -2.288 -1.147
6 H 3.659 3.369 -0.066
7 H -4.777 -2.219 -1.271
8 B 1.220 1.986 2.062
9 C 1.688 -1.459 -1.899
10 H 3.368 1.995 1.787
11 H 3.344 0.127 0.697
12 H 1.520 -0.343 2.083
13 C 2.646 3.429 0.333
14 H 2.250 -0.889 -2.642
15 H 1.988 2.985 -0.413
16 H 3.932 0.082 -0.979
17 C -0.551 2.443 0.356
18 H -0.707 -2.821 1.582
19 C 1.608 -1.906 0.644
20 O 0.854 1.856 3.393
21 C 2.424 -1.396 -0.559
22 H 0.190 -1.435 2.187
23 C 2.557 2.729 1.701
24 H 2.335 -2.331 1.341
25 C -2.977 0.795 -1.770
26 C 3.052 -0.015 -0.342
27 H 0.698 -1.007 -1.853
28 O -3.992 0.215 -1.934
29 N -2.736 2.055 -2.555
30 H -4.125 -1.417 0.173
31 H 0.987 -2.744 0.331
32 C 0.164 1.450 1.012
33 C -1.518 2.063 -0.544
34 H 2.366 0.775 -0.655
35 H -2.248 -1.976 1.811
36 F -1.499 1.771 -3.212
37 H -4.169 -3.169 0.067
38 H -2.599 -1.818 -2.127
39 C -1.175 -0.325 -0.076
40 H -2.389 -3.341 -1.343
41 H 1.495 1.412 3.954
42 C -1.463 -1.824 -0.238
43 O -2.671 4.046 -1.297
44 C -0.107 0.089 0.761
45 C -1.648 -2.556 1.111
46 C -4.008 -2.256 -0.508
47 H 2.413 4.489 0.423
48 H -0.563 -2.250 -0.685
49 H -2.161 -3.500 0.935
50 H -0.339 3.495 0.509
51 C 0.804 -0.891 1.471
52 C -1.854 0.715 -0.753

- E_tot (Ha) = -1145.33169
- E_HOMO (eV) = -9.62
- SMILES = CCB(O)c1cc2c(c([C@@H](C)CC)c1CCC(C)C)C(=O)N(F)C2=O

***

# C19H27CoN7O6

C19H27CoN7O6 as an isolated structure in a non-equilibrium geometry (ωB97M-V/def2-TZVPD, OMol25).

Geometry (Å):
1 H -4.979 -0.190 0.099
2 H 0.602 6.774 1.235
3 H -2.619 0.642 3.306
4 H -4.348 -0.303 -1.580
5 H 1.730 2.849 -0.969
6 H -1.076 0.696 -2.607
7 N 1.576 0.058 0.457
8 O -2.044 0.609 -2.329
9 Co -0.113 -0.018 -0.466
10 C 0.708 -3.364 1.069
11 H 0.515 -2.694 -1.229
12 C -0.133 6.545 2.009
13 H -3.958 1.259 2.295
14 C 1.074 3.116 -0.151
15 N 0.004 4.184 1.452
16 C -1.672 7.286 3.731
17 H -4.637 1.303 -0.845
18 H 0.480 0.284 2.122
19 C 3.278 -0.389 -2.774
20 N 1.044 0.302 -1.858
21 H 1.565 5.229 0.332
22 H -1.288 2.541 1.959
23 O 1.745 0.435 1.683
24 C -2.886 0.279 -0.172
25 C -0.524 5.220 2.251
26 H -3.878 -0.470 2.737
27 H -0.421 8.611 2.555
28 H 4.192 0.883 0.984
29 H 4.331 -0.217 -2.505
30 H 4.072 -0.898 1.103
31 C -2.041 5.957 3.982
32 C -0.474 2.892 1.340
33 C -1.472 4.919 3.239
34 H 1.621 -3.444 0.457
35 C -2.265 8.354 4.476
36 H 4.844 -0.144 -0.335
37 N 0.164 2.245 0.386
38 C -0.717 7.579 2.749
39 H -1.287 -1.511 -1.465
40 H 3.031 0.209 -3.657
41 N -1.822 0.412 -0.984
42 C -2.479 0.122 1.192
43 C -3.273 0.405 2.447
44 O -0.567 0.072 2.418
45 H 1.764 -3.995 -1.563
46 O 0.602 0.612 -3.022
47 C 1.005 4.309 0.497
48 C -4.298 0.273 -0.645
49 H 3.173 -1.456 -3.039
50 C 2.705 -0.055 -0.287
51 N -2.757 9.238 5.092
52 H -1.760 3.886 3.439
53 H -0.280 -3.364 0.569
54 N -1.148 -0.123 1.233
55 H 0.502 -2.581 1.873
56 H -2.775 5.738 4.759
57 O 1.393 -3.271 -0.998
58 C 2.377 -0.025 -1.656
59 C 4.030 -0.046 0.400
60 O -0.412 -1.700 -1.082

- E_tot (Ha) = -2957.29475
- E_HOMO (spin up / spin down) (eV) = -6.54 / -8.21
- spin multiplicity = 4
- energy relative to the best compared isomer or geometry (same formula, charge and spin) (kcal/mol) = 0.0